190
Properties=species:S:1:pos:R:3 method="wB97M-V/def2-TZVPD" molar_mass_da=1624.42 de_lowest_ev=4.081 max_force_ev_per_a=3.36 e_tot_ha=-9730.682860
C 4.13 5.59 -3.86
N 2.71 5.91 -3.82
C 2.39 7.16 -3.47
C 1.03 7.53 -3.38
C 0.04 6.51 -3.49
C 0.45 5.21 -3.78
C 1.80 4.96 -3.99
C -1.37 6.86 -3.34
C -1.83 7.64 -2.27
C -3.18 7.74 -2.05
N -4.13 7.17 -2.88
C -3.66 6.64 -4.02
C -2.29 6.46 -4.24
C -5.53 7.06 -2.42
H 4.30 4.55 -4.14
H 4.51 5.58 -2.84
H 4.60 6.26 -4.58
H 3.16 7.92 -3.41
H 0.76 8.52 -3.05
H -0.17 4.34 -3.94
H 2.12 3.95 -4.22
H -1.07 8.05 -1.62
H -3.52 8.21 -1.14
H -4.41 6.12 -4.59
H -2.02 5.93 -5.14
H -5.75 6.25 -1.71
H -6.16 6.98 -3.31
H -5.71 7.97 -1.85
C -0.45 0.71 3.16
C 0.31 1.88 2.41
C 1.13 1.33 1.20
C 0.26 0.63 0.16
N 0.90 0.31 -1.29
C -0.13 -0.33 -2.27
C -0.34 -1.68 -1.67
C 1.02 -2.10 -1.08
C 1.97 -0.89 -1.21
C 1.51 1.54 -1.99
H -1.28 0.34 2.56
H -0.83 0.98 4.15
H 0.17 -0.15 3.39
H 0.89 2.35 3.20
H -0.35 2.66 2.04
H 1.80 0.61 1.67
H 1.70 2.14 0.74
H -0.61 1.27 0.03
H -0.26 -0.27 0.49
H 0.24 -0.45 -3.29
H -1.07 0.22 -2.29
H -0.68 -2.36 -2.45
H -1.18 -1.71 -0.97
H 1.38 -3.08 -1.40
H 0.81 -2.29 -0.03
H 2.49 -1.02 -2.16
H 2.78 -0.71 -0.51
H 1.79 1.26 -3.00
H 2.42 1.86 -1.47
H 0.80 2.36 -1.88
C 3.20 2.34 -6.71
O 2.38 1.98 -5.69
H 3.34 3.42 -6.80
H 4.10 1.72 -6.79
H 2.72 2.06 -7.64
Cl 1.48 5.34 0.28
O 1.00 6.68 0.04
O 0.25 4.53 0.24
O 2.46 5.02 -0.73
O 2.04 5.23 1.63
O -1.43 1.87 -4.20
H -1.68 1.54 -3.31
Cl -3.47 3.67 3.89
C -2.24 4.52 3.00
C -1.08 4.95 3.86
Cl -1.55 6.14 5.08
H -2.71 5.43 2.65
H -1.89 3.94 2.14
H -0.39 5.44 3.18
H -0.58 4.07 4.27
Cl 2.68 -2.96 -7.69
C 1.93 -1.56 -6.83
C 2.46 -1.38 -5.42
Cl 2.25 -2.82 -4.39
H 0.87 -1.74 -6.99
H 2.20 -0.69 -7.43
H 2.10 -0.49 -4.89
H 3.49 -1.07 -5.58
Cl -3.37 0.44 -0.62
C -3.73 1.69 -1.77
C -3.16 3.10 -1.43
Cl -3.78 3.69 0.12
H -4.81 1.79 -1.85
H -3.40 1.29 -2.73
H -3.33 3.85 -2.19
H -2.07 3.05 -1.50
Cl -2.64 1.40 7.41
C -0.98 2.12 7.25
C -1.05 3.61 7.72
Cl 0.60 4.29 7.65
H -0.61 2.08 6.23
H -0.32 1.58 7.93
H -1.33 3.74 8.76
H -1.60 4.34 7.12
Cl -3.91 -1.10 2.97
C -4.36 0.54 3.39
C -5.84 0.59 3.63
Cl -6.43 2.24 3.66
H -4.10 1.18 2.54
H -3.94 0.82 4.35
H -6.06 0.13 4.59
H -6.41 0.11 2.84
Cl -2.23 -2.94 -5.33
C -2.27 -1.22 -5.50
C -3.45 -0.56 -4.87
Cl -4.99 -1.21 -5.46
H -2.26 -1.01 -6.56
H -1.32 -0.84 -5.11
H -3.41 0.52 -4.97
H -3.46 -0.67 -3.78
C -2.38 -6.19 -4.71
C -1.08 -7.07 -4.88
C 0.24 -6.28 -4.63
C 0.35 -5.82 -3.26
N 0.45 -5.52 -2.13
H -2.70 -5.86 -5.69
H -2.27 -5.24 -4.19
H -3.29 -6.61 -4.29
H -0.97 -7.47 -5.89
H -1.08 -7.97 -4.26
H 0.33 -5.42 -5.29
H 1.13 -6.81 -4.96
C -3.97 -4.01 -2.53
C -3.91 -4.81 -1.25
C -3.35 -4.02 -0.03
C -3.05 -4.83 1.17
N -2.82 -5.50 2.06
H -4.41 -4.66 -3.28
H -3.05 -3.57 -2.91
H -4.63 -3.15 -2.46
H -3.19 -5.60 -1.45
H -4.88 -5.31 -1.21
H -3.99 -3.21 0.33
H -2.36 -3.66 -0.31
C 1.57 -6.11 1.28
C 2.53 -6.68 2.08
C 2.74 -6.16 3.32
C 1.94 -5.06 3.77
C 0.84 -4.52 2.96
C 0.64 -5.18 1.69
C -0.03 -3.39 3.43
O -0.87 -2.89 2.72
C 0.13 -3.04 4.93
C -0.80 -2.15 5.50
C -0.69 -1.79 6.85
C 0.34 -2.32 7.66
C 1.29 -3.09 7.06
C 1.17 -3.57 5.70
C 2.13 -4.57 5.18
O 3.05 -4.94 5.90
H 1.58 -6.43 0.25
H 3.22 -7.42 1.70
H 3.58 -6.48 3.92
H -0.14 -4.82 1.02
H -1.63 -1.70 4.98
H -1.33 -1.02 7.26
H 0.49 -2.01 8.68
H 2.11 -3.43 7.67
C 3.06 -0.28 5.90
C 4.03 -0.85 6.65
C 4.96 -1.71 6.04
C 4.87 -2.09 4.74
C 3.71 -1.67 3.99
C 2.88 -0.73 4.58
C 3.45 -2.22 2.62
O 2.44 -1.87 2.02
C 4.31 -3.31 2.14
C 3.97 -4.00 0.95
C 4.79 -4.97 0.40
C 6.00 -5.20 1.05
C 6.31 -4.71 2.29
C 5.49 -3.66 2.86
C 5.83 -3.07 4.15
O 6.78 -3.53 4.74
H 2.38 0.51 6.16
H 4.33 -0.65 7.66
H 5.79 -2.08 6.62
H 2.04 -0.29 4.06
H 3.02 -3.82 0.48
H 4.48 -5.60 -0.42
H 6.62 -6.04 0.73
H 7.20 -5.14 2.73